Density functional theory data (ωB97M-V/def2-TZVPD) for a structure of composition C43H39AlN3SSb2 at a distorted geometry.

HOMO, eV: -16.17
Kohn-Sham gap, eV: 7.64

```
! wB97M-V def2-TZVPD RIJCOSX def2/J DEFGRID3
* xyz 3 1
Al 1.29 -0.58 -0.15
C 4.45 6.02 -0.37
C 4.68 5.14 0.67
C 3.91 3.98 0.78
C 2.92 3.75 -0.16
C 2.69 4.61 -1.22
C 3.47 5.76 -1.32
Sb 1.59 2.09 0.06
C 0.53 2.45 1.87
C 1.24 2.69 3.04
C 0.55 2.98 4.22
C -0.83 3.03 4.22
C -1.54 2.79 3.05
C -0.87 2.48 1.88
C 0.24 2.34 -1.56
C -0.81 3.24 -1.58
C -1.57 3.39 -2.74
C -1.25 2.67 -3.88
C -0.17 1.79 -3.88
C 0.56 1.62 -2.71
H 5.04 6.93 -0.45
H 5.44 5.34 1.40
H 4.10 3.29 1.59
H 1.93 4.41 -1.96
H 3.30 6.45 -2.14
H 2.32 2.70 3.05
H 1.11 3.17 5.12
H -1.36 3.28 5.13
H -2.62 2.86 3.04
H -1.43 2.30 0.97
H -1.04 3.86 -0.72
H -2.40 4.08 -2.75
H -1.82 2.82 -4.79
H 0.11 1.26 -4.78
H 1.41 0.94 -2.71
C 4.13 -2.65 -4.30
N 3.19 -2.54 -3.19
C 2.37 -3.53 -2.73
C 1.68 -3.02 -1.68
N 2.09 -1.71 -1.49
C 3.01 -1.46 -2.43
H 4.03 -3.63 -4.76
H 5.16 -2.54 -3.95
H 3.93 -1.89 -5.05
H 2.33 -4.51 -3.17
H 0.91 -3.47 -1.08
H 3.54 -0.53 -2.55
C -5.90 0.49 1.14
C -5.01 0.52 2.20
C -3.69 0.12 2.02
C -3.28 -0.30 0.77
C -4.15 -0.31 -0.32
C -5.47 0.09 -0.12
Sb -1.33 -1.14 0.51
C -1.65 -2.13 -1.33
C -2.49 -3.23 -1.48
C -2.77 -3.71 -2.75
C -2.26 -3.07 -3.87
C -1.45 -1.95 -3.73
C -1.14 -1.49 -2.46
C -1.24 -2.64 2.03
C -1.11 -3.98 1.69
C -1.12 -4.95 2.68
C -1.26 -4.58 4.01
C -1.39 -3.24 4.35
C -1.37 -2.27 3.36
H -6.93 0.78 1.29
H -5.34 0.84 3.18
H -3.01 0.13 2.86
H -3.82 -0.62 -1.30
H -6.16 0.07 -0.95
H -2.93 -3.71 -0.61
H -3.41 -4.58 -2.87
H -2.51 -3.43 -4.86
H -1.09 -1.43 -4.61
H -0.54 -0.59 -2.34
H -1.05 -4.28 0.65
H -1.04 -6.00 2.42
H -1.29 -5.34 4.78
H -1.52 -2.95 5.39
H -1.49 -1.22 3.64
S 2.94 -3.13 3.17
C 2.42 -1.59 3.71
C 1.97 -0.86 2.66
N 2.04 -1.51 1.45
C 2.54 -2.72 1.59
H 2.48 -1.31 4.75
H 1.59 0.15 2.73
H 2.71 -3.39 0.76
*
```

***

Density functional theory data (ωB97M-V/def2-TZVPD) for a structure of composition C43H39AsCl5CsN6OS at a distorted geometry.

HOMO, eV: -1.62
Kohn-Sham gap, eV: 5.19

```
! wB97M-V def2-TZVPD RIJCOSX def2/J DEFGRID3
* xyz -2 1
Cs 0.70 0.48 -1.71
C -2.00 -7.08 -1.51
C -1.29 -6.12 -0.59
C -0.18 -6.51 0.17
C 0.49 -5.60 0.96
C 0.12 -4.23 1.03
N 0.88 -3.29 1.58
C 1.55 -3.38 2.72
C 1.11 -4.19 3.80
C 1.71 -4.16 5.03
C 2.79 -3.32 5.30
C 3.45 -3.30 6.65
C 3.23 -2.50 4.27
C 2.66 -2.53 3.01
N 3.19 -1.69 2.01
C 3.12 -1.84 0.68
C 3.82 -0.79 0.12
C 4.26 -0.04 1.21
N 3.87 -0.59 2.35
C -1.05 -3.89 0.31
C -1.72 -4.81 -0.48
N -1.57 -2.58 0.42
C -2.23 -1.90 -0.54
C -2.67 -0.72 0.04
C -2.20 -0.79 1.36
N -1.55 -1.92 1.57
H -1.59 -8.08 -1.44
H -1.91 -6.75 -2.55
H -3.07 -7.13 -1.28
H 0.15 -7.54 0.13
H 1.36 -5.92 1.52
H 0.24 -4.82 3.62
H 1.32 -4.80 5.82
H 2.85 -3.85 7.37
H 3.58 -2.28 7.01
H 4.44 -3.76 6.61
H 4.05 -1.82 4.43
H 2.62 -2.67 0.22
H 3.98 -0.60 -0.93
H 4.83 0.87 1.21
H -2.61 -4.51 -1.01
H -2.35 -2.27 -1.54
H -3.26 0.05 -0.42
H -2.32 -0.08 2.15
Cl 3.42 -2.14 -3.78
C 1.97 -2.00 -4.72
C 0.91 -1.30 -4.15
C -0.20 -1.22 -4.98
Cl -1.56 -0.33 -4.39
C -0.29 -1.80 -6.24
Cl -1.73 -1.68 -7.21
C 0.81 -2.48 -6.75
Cl 0.75 -3.21 -8.32
C 1.96 -2.58 -5.98
Cl 3.35 -3.39 -6.63
C -3.68 1.99 -2.67
As -2.00 2.21 -1.62
C -2.89 2.98 -0.05
C -1.34 3.90 -2.47
C -2.31 5.01 -2.46
C -2.39 5.91 -1.39
C -3.34 6.91 -1.37
C -4.22 7.06 -2.43
C -4.13 6.21 -3.52
C -3.20 5.19 -3.53
H -4.33 2.86 -2.59
H -4.22 1.12 -2.29
H -3.45 1.80 -3.72
H -3.49 3.84 -0.32
H -2.14 3.27 0.68
H -3.53 2.23 0.42
H -1.09 3.62 -3.49
H -0.42 4.15 -1.94
H -1.68 5.82 -0.58
H -3.41 7.57 -0.52
H -4.97 7.85 -2.41
H -4.80 6.34 -4.36
H -3.14 4.52 -4.38
C 0.89 0.69 2.73
S 1.29 1.57 1.16
O -0.01 1.66 0.45
C 1.52 3.16 1.97
C 2.57 3.34 2.87
C 2.73 4.56 3.49
C 1.88 5.62 3.20
C 0.87 5.45 2.26
C 0.70 4.23 1.64
H 0.16 1.27 3.29
H 1.81 0.58 3.29
H 0.49 -0.28 2.46
H 3.24 2.52 3.08
H 3.54 4.70 4.20
H 2.01 6.57 3.69
H 0.22 6.28 2.02
H -0.07 4.07 0.89
N 2.05 4.07 -1.44
C 2.08 2.95 -1.78
*
```

***

Density functional theory data (ωB97M-V/def2-TZVPD) for a structure of composition C43H39BF2N6OPdS.

HOMO, eV: 0.86
Kohn-Sham gap, eV: 3.06

```
! wB97M-V def2-TZVPD RIJCOSX def2/J DEFGRID3
* xyz -2 1
Pd 0.20 0.31 0.34
C -4.40 3.86 0.76
C -3.42 3.00 0.02
C -3.36 2.78 -1.33
C -2.27 1.88 -1.50
N -1.71 1.62 -0.33
N -2.42 2.31 0.60
B -2.17 2.22 2.13
N -0.90 3.04 2.55
N 0.03 3.46 1.66
C 0.84 4.28 2.32
C 0.46 4.38 3.67
C -0.66 3.59 3.77
C -1.50 3.35 4.98
C 1.95 4.98 1.65
C 2.44 6.17 2.17
C 3.48 6.85 1.56
C 4.04 6.34 0.40
C 3.56 5.15 -0.13
C 2.53 4.46 0.49
N -2.36 0.72 2.50
N -2.10 -0.22 1.58
C -2.54 -1.37 2.07
C -3.10 -1.17 3.35
C -2.97 0.17 3.58
C -3.47 0.93 4.77
C -2.50 -2.58 1.26
C -2.00 -2.52 -0.04
C -2.01 -3.64 -0.84
C -2.50 -4.85 -0.36
C -2.98 -4.93 0.94
C -2.97 -3.80 1.74
C -1.84 1.25 -2.76
C -0.80 0.31 -2.78
C -0.45 -0.32 -3.96
C -1.10 -0.02 -5.15
C -2.12 0.92 -5.14
C -2.49 1.54 -3.96
H -5.07 4.33 0.04
H -3.89 4.65 1.33
H -4.99 3.29 1.47
H -4.02 3.19 -2.08
H -3.07 2.79 2.72
H 0.92 4.94 4.47
H -1.36 4.18 5.68
H -1.21 2.43 5.49
H -2.56 3.28 4.73
H 1.98 6.58 3.07
H 3.84 7.79 1.98
H 4.86 6.87 -0.09
H 4.01 4.73 -1.01
H 2.17 3.50 0.10
H -3.55 -1.89 4.01
H -4.23 0.34 5.27
H -3.91 1.88 4.47
H -2.67 1.14 5.48
H -1.58 -1.58 -0.39
H -1.61 -3.57 -1.85
H -2.50 -5.74 -0.99
H -3.34 -5.87 1.33
H -3.34 -3.86 2.76
H -0.28 0.08 -1.83
H 0.35 -1.05 -3.95
H -0.82 -0.52 -6.07
H -2.64 1.16 -6.06
H -3.30 2.26 -3.96
O 1.24 -4.04 -0.11
S 2.69 -4.12 -0.34
C 2.88 -5.41 -1.61
C 1.74 -5.79 -2.31
C 1.84 -6.78 -3.28
C 3.06 -7.39 -3.54
C 4.19 -7.01 -2.82
C 4.10 -6.03 -1.85
C 3.17 -2.75 -1.39
C 4.51 -2.68 -1.79
C 4.94 -1.63 -2.56
C 4.05 -0.62 -2.92
C 2.73 -0.66 -2.48
C 2.26 -1.73 -1.72
H 0.80 -5.31 -2.06
H 0.95 -7.08 -3.83
H 3.13 -8.16 -4.29
H 5.14 -7.50 -3.01
H 4.97 -5.75 -1.27
H 5.21 -3.45 -1.48
H 5.97 -1.58 -2.88
H 4.39 0.21 -3.51
H 2.06 0.17 -2.67
H 1.24 -1.69 -1.31
F 2.76 0.27 1.73
C 1.73 -0.63 1.27
F 1.32 -1.23 2.50
H 2.34 -1.43 0.83
*
```

***

Density functional theory data (ωB97M-V/def2-TZVPD) for a structure of composition C43H39BN10NiS.

HOMO (spin up / spin down), eV: -6.97 / -6.96
Kohn-Sham gap (spin up / spin down), eV: 6.53 / 6.49

```
! wB97M-V def2-TZVPD RIJCOSX def2/J DEFGRID3
* xyz 0 3
Ni -0.53 -0.39 -0.13
C -3.72 -3.59 -3.16
C -2.69 -2.52 -2.98
C -1.99 -1.83 -3.94
C -1.18 -0.93 -3.23
N -1.36 -1.10 -1.92
N -2.30 -2.06 -1.78
B -2.82 -2.43 -0.37
N -3.33 -1.14 0.31
N -2.54 -0.04 0.39
C -3.27 0.93 0.95
C -4.54 0.44 1.26
C -4.54 -0.88 0.84
C -5.64 -1.88 0.89
C -2.73 2.28 1.18
C -3.13 3.00 2.30
C -2.61 4.26 2.53
C -1.68 4.81 1.66
C -1.28 4.09 0.54
C -1.81 2.84 0.30
N -1.68 -3.06 0.44
N -0.53 -2.36 0.67
C 0.33 -3.20 1.23
C -0.26 -4.47 1.35
C -1.53 -4.34 0.84
C -2.61 -5.36 0.72
C 1.70 -2.84 1.62
C 2.76 -3.65 1.22
C 4.07 -3.32 1.55
C 4.33 -2.17 2.29
C 3.28 -1.37 2.71
C 1.97 -1.71 2.39
C -0.29 0.11 -3.79
C -0.35 1.41 -3.32
C 0.46 2.39 -3.86
C 1.34 2.08 -4.89
C 1.39 0.78 -5.37
C 0.58 -0.20 -4.83
H -3.86 -3.79 -4.22
H -3.41 -4.52 -2.68
H -4.68 -3.30 -2.72
H -2.08 -1.92 -5.01
H -3.72 -3.20 -0.48
H -5.36 0.98 1.70
H -6.52 -1.44 1.38
H -5.94 -2.22 -0.10
H -5.35 -2.76 1.47
H -3.82 2.56 3.00
H -2.91 4.82 3.41
H -1.26 5.79 1.85
H -0.55 4.51 -0.15
H -1.52 2.29 -0.59
H 0.18 -5.35 1.79
H -2.26 -6.31 1.12
H -3.51 -5.07 1.26
H -2.90 -5.52 -0.33
H 2.56 -4.53 0.62
H 4.88 -3.95 1.21
H 5.35 -1.91 2.53
H 3.47 -0.48 3.30
H 1.15 -1.11 2.75
H -1.05 1.66 -2.53
H 0.41 3.41 -3.49
H 1.98 2.84 -5.32
H 2.07 0.52 -6.18
H 0.63 -1.22 -5.20
S 1.63 -0.26 -1.04
C 2.07 1.07 -0.02
N 3.13 1.82 -0.14
N 3.91 1.58 -1.17
C 5.08 2.31 -1.39
C 5.46 3.34 -0.53
C 6.64 4.03 -0.78
C 7.44 3.70 -1.87
C 7.05 2.67 -2.72
C 5.88 1.98 -2.48
N 1.38 1.42 1.14
N 0.31 0.80 1.37
C -0.27 1.11 2.65
C 0.05 2.26 3.36
C -0.53 2.49 4.60
C -1.43 1.57 5.13
C -1.73 0.41 4.43
C -1.16 0.18 3.19
H 3.62 0.87 -1.84
H 4.84 3.58 0.32
H 6.94 4.82 -0.11
H 8.36 4.24 -2.06
H 7.67 2.41 -3.57
H 5.57 1.17 -3.14
H 0.75 2.97 2.94
H -0.28 3.39 5.15
H -1.88 1.75 6.10
H -2.42 -0.32 4.84
H -1.37 -0.72 2.64
*
```

***

Density functional theory data (ωB97M-V/def2-TZVPD) for a structure of composition C43H39N9O4S4Zr.

HOMO, eV: -12.61
Kohn-Sham gap, eV: 7.51

```
! wB97M-V def2-TZVPD RIJCOSX def2/J DEFGRID3
* xyz 2 1
Zr -0.01 -0.53 0.78
O 1.49 4.94 5.26
C 1.88 3.63 5.60
C 1.33 2.67 4.59
C 1.47 1.30 4.75
C 1.02 0.45 3.76
N 0.41 0.89 2.65
C 0.18 2.21 2.54
C 0.67 3.13 3.45
C -0.56 2.64 1.34
C -1.06 3.92 1.18
C -1.70 4.27 0.00
C -2.28 5.65 -0.17
O -2.75 6.07 1.09
C -1.78 3.32 -1.01
C -1.27 2.05 -0.78
N -0.72 1.70 0.39
H 1.84 5.55 5.91
H 1.51 3.34 6.59
H 2.97 3.52 5.62
H 1.94 0.88 5.64
H 1.14 -0.62 3.85
H 0.54 4.19 3.31
H -0.98 4.65 1.97
H -3.08 5.62 -0.92
H -1.49 6.31 -0.55
H -2.97 7.01 1.05
H -2.24 3.55 -1.96
H -1.32 1.29 -1.55
O 1.31 0.57 -0.57
N 2.13 -0.04 -1.34
N 1.88 -1.27 -1.42
O 0.85 -1.76 -0.76
C 2.68 -2.15 -2.21
C 3.73 -1.64 -2.96
C 4.50 -2.52 -3.71
C 4.21 -3.88 -3.70
C 3.16 -4.37 -2.95
C 2.38 -3.51 -2.19
H 3.94 -0.58 -2.96
H 5.32 -2.14 -4.30
H 4.82 -4.56 -4.29
H 2.94 -5.43 -2.94
H 1.56 -3.87 -1.59
S 3.94 -2.78 2.17
C 4.47 -1.18 1.78
C 5.78 -0.69 1.76
C 5.96 0.65 1.49
C 4.87 1.48 1.25
C 3.57 1.00 1.26
C 3.37 -0.36 1.51
N 2.15 -1.03 1.59
C 2.30 -2.28 1.97
C 1.14 -3.11 2.25
C 1.27 -4.39 2.78
C 0.13 -5.10 3.11
C -1.11 -4.53 2.91
C -1.22 -3.25 2.37
C -0.11 -2.49 2.01
H 6.62 -1.34 1.96
H 6.96 1.06 1.47
H 5.04 2.54 1.06
H 2.74 1.65 1.07
H 2.25 -4.82 2.95
H 0.22 -6.09 3.54
H -2.01 -5.07 3.19
H -2.22 -2.85 2.22
C -4.27 2.40 2.46
N -4.15 1.65 1.22
C -4.82 1.94 0.04
C -4.44 1.04 -0.88
N -3.54 0.17 -0.25
C -3.37 0.57 1.05
S -2.38 -0.11 2.24
C -3.11 -1.06 -0.80
C -3.94 -1.72 -1.70
C -3.52 -2.93 -2.22
C -2.34 -3.49 -1.76
C -1.64 -2.79 -0.81
N -1.95 -1.56 -0.38
H -5.15 3.03 2.39
H -3.39 3.02 2.61
H -4.38 1.71 3.29
H -5.49 2.78 -0.04
H -4.70 0.94 -1.91
H -4.89 -1.29 -1.97
H -4.14 -3.44 -2.95
H -1.99 -4.45 -2.10
H -0.74 -3.22 -0.40
S -0.74 -0.50 -3.43
C -1.29 -0.64 -4.99
N -0.87 0.07 -6.04
C -1.26 -0.39 -7.37
C -2.59 -1.11 -7.16
S -2.49 -1.80 -5.48
H -0.08 0.69 -5.91
H -0.50 -1.07 -7.77
H -1.37 0.46 -8.04
H -2.73 -1.91 -7.88
H -3.44 -0.43 -7.22
*
```